No. 1
Molecular formula: C49H102ClCrF12N6O37S4
Method: DFT, ωB97M-V/def2-TZVPD

The geometry in XYZ format:
```
212
Properties=species:S:1:pos:R:3
Cr -1.212 -0.424 -2.977
C -2.969 -1.310 -7.061
F -3.045 0.059 -7.103
F -4.048 -1.809 -6.470
F -2.859 -1.766 -8.324
S -1.379 -1.910 -6.033
O -1.612 -1.225 -4.755
O -1.400 -3.350 -5.885
O -0.182 -1.279 -6.570
C -4.120 -4.418 2.195
F -3.343 -5.386 1.947
F -5.236 -4.612 1.511
F -4.432 -4.488 3.487
S -3.261 -2.724 1.851
O -4.332 -1.774 1.484
O -2.624 -2.453 3.182
O -2.223 -2.823 0.851
C -3.700 2.945 -1.094
F -4.009 3.888 -0.176
F -4.391 1.823 -0.909
F -3.903 3.397 -2.333
S -1.884 2.320 -0.860
O -1.124 3.538 -1.086
O -1.851 1.809 0.501
O -1.601 1.166 -1.743
C -0.525 2.812 -6.204
F -0.029 4.046 -6.555
F -1.909 2.719 -6.070
F -0.210 1.944 -7.171
S 0.252 2.239 -4.539
O 0.020 3.330 -3.637
O -0.494 0.991 -4.139
O 1.636 1.889 -4.877
Cl 1.558 -0.178 -0.681
O 0.239 -0.752 -0.641
O 1.540 0.533 -1.957
O 1.794 0.740 0.369
O 2.451 -1.287 -0.565
C 4.848 -4.582 0.018
C 3.327 -4.655 0.164
O 3.162 -3.926 1.360
C 4.264 -3.880 2.117
O 4.292 -3.595 3.349
O 5.246 -4.317 1.391
H 5.185 -3.786 -0.645
H 5.211 -5.548 -0.332
H 3.117 -5.719 0.273
H 2.812 -4.323 -0.737
C 5.354 1.023 -1.212
C 5.471 -0.227 -2.077
O 5.523 0.311 -3.346
C 5.267 1.609 -3.333
O 5.196 2.389 -4.264
O 5.148 2.060 -2.082
H 6.231 1.243 -0.603
H 4.421 1.013 -0.648
H 4.575 -0.836 -1.959
H 6.320 -0.891 -1.912
C 4.700 3.962 3.644
C 5.579 3.865 2.398
O 5.356 2.509 1.942
C 4.571 1.939 2.736
O 4.498 0.742 2.754
O 3.963 2.760 3.661
H 3.997 4.783 3.504
H 5.171 4.087 4.619
H 6.631 4.125 2.519
H 5.250 4.464 1.549
C 0.447 2.491 5.052
O -0.016 1.159 5.386
C 0.139 0.937 6.777
C -0.114 -0.496 7.322
N -1.390 -1.163 6.836
C -2.448 -0.193 7.278
C -3.827 -0.537 6.683
O -3.688 -1.167 5.411
C -5.039 -1.352 4.836
H 0.030 3.328 5.613
H 0.057 2.704 4.057
H 1.525 2.629 4.962
H -0.487 1.648 7.317
H 1.174 1.187 7.008
H -0.006 -0.474 8.406
H 0.761 -1.100 7.081
H -1.416 -1.918 7.506
H -2.223 0.812 6.920
H -2.676 -0.058 8.335
H -4.469 0.344 6.699
H -4.281 -1.334 7.272
H -5.454 -0.370 4.606
H -5.651 -1.807 5.614
H -4.995 -1.911 3.901
C -4.049 1.025 -4.219
O -3.277 0.144 -3.419
C -4.026 -1.080 -3.116
C -3.567 -1.747 -1.798
N -2.146 -1.817 -1.892
C -1.712 -3.181 -2.415
C -0.221 -3.216 -2.739
O 0.300 -2.029 -3.328
C 1.565 -2.168 -3.992
H -4.416 0.443 -5.064
H -3.545 1.874 -4.682
H -4.985 1.428 -3.832
H -4.106 -1.691 -4.015
H -5.079 -0.892 -2.906
H -4.076 -2.710 -1.805
H -3.782 -1.078 -0.964
H -1.918 -1.792 -0.908
H -2.238 -3.480 -3.322
H -1.816 -3.886 -1.590
H -0.051 -4.119 -3.325
H 0.337 -3.321 -1.808
H 2.065 -1.283 -4.386
H 1.516 -2.914 -4.785
H 2.346 -2.502 -3.309
C 3.081 -5.377 -3.296
O 2.505 -6.493 -2.742
C 3.334 -7.679 -2.742
C 2.577 -8.924 -2.363
N 1.462 -9.196 -3.226
C 1.735 -10.073 -4.292
C 2.079 -11.607 -4.001
O 1.548 -12.474 -4.952
C 1.967 -13.836 -5.005
H 2.466 -4.514 -3.042
H 3.125 -5.464 -4.382
H 4.113 -5.126 -3.050
H 4.161 -7.431 -2.077
H 3.648 -7.804 -3.779
H 2.224 -8.628 -1.375
H 3.305 -9.732 -2.290
H 1.201 -8.342 -3.698
H 2.472 -9.679 -4.992
H 0.843 -10.117 -4.917
H 1.770 -11.813 -2.976
H 3.167 -11.617 -4.070
H 1.708 -14.255 -5.977
H 1.548 -14.514 -4.261
H 3.032 -14.002 -4.845
C -0.890 10.208 -4.010
O -0.935 8.823 -4.366
C 0.167 8.379 -5.235
C 0.182 6.862 -5.194
N 0.676 6.390 -3.879
C 2.004 5.759 -4.083
C 2.775 5.366 -2.804
O 1.741 4.624 -2.137
C 2.253 4.071 -0.849
H -1.611 10.474 -3.237
H -1.144 10.775 -4.905
H 0.054 10.466 -3.530
H 1.065 8.811 -4.793
H -0.051 8.903 -6.165
H 0.907 6.556 -5.948
H -0.796 6.414 -5.374
H 0.799 7.208 -3.299
H 2.670 6.422 -4.636
H 1.930 4.859 -4.693
H 3.140 6.224 -2.240
H 3.677 4.912 -3.213
H 1.400 3.606 -0.354
H 2.638 4.819 -0.155
H 3.059 3.374 -1.077
C -4.909 8.112 6.784
O -3.969 7.904 5.679
C -4.446 6.997 4.664
C -3.624 6.927 3.380
N -2.702 5.769 3.392
C -2.112 5.509 2.124
C -0.988 4.449 2.241
O 0.076 5.018 2.885
C 1.005 5.849 2.158
H -5.018 7.234 7.421
H -5.864 8.491 6.421
H -4.402 8.745 7.512
H -5.357 7.495 4.332
H -4.765 6.020 5.025
H -3.141 7.896 3.254
H -4.412 6.739 2.649
H -1.953 5.754 4.068
H -1.877 6.415 1.567
H -2.874 5.087 1.469
H -0.591 4.134 1.276
H -1.372 3.581 2.777
H 2.031 5.849 2.526
H 0.682 6.883 2.275
H 1.011 5.657 1.085
C -2.827 1.086 3.749
O -2.043 -0.094 3.796
C -1.123 -0.064 2.706
C 0.064 -0.982 2.908
N 0.116 -1.470 4.269
C 1.089 -2.572 4.345
C 0.592 -3.891 3.797
O -0.732 -3.986 4.320
C -1.148 -5.367 4.328
H -3.258 1.229 2.758
H -2.192 1.898 4.102
H -3.606 1.114 4.510
H -0.768 0.939 2.469
H -1.693 -0.541 1.909
H 0.930 -0.326 2.818
H 0.040 -1.736 2.121
H 0.485 -0.653 4.733
H 1.405 -2.789 5.365
H 2.037 -2.376 3.843
H 1.186 -4.751 4.105
H 0.730 -3.756 2.725
H -2.203 -5.494 4.572
H -0.556 -6.031 4.958
H -1.076 -5.690 3.290
```

## Properties
M = 1811.05 Da
2S+1 = 4
net charge = -2
E_HOMO (alpha / beta) = -0.0906 / -0.0906 Eh

Atom charges from the Mulliken analysis, given in e for atoms 1 to 6: 1.247, 0.585, -0.176, -0.215, -0.240, 1.063

No. 2
Molecular formula: C3H10NO
Method: DFT, ωB97M-V/def2-TZVPD

The geometry in XYZ format:
```
15
Properties=species:S:1:pos:R:3
C -0.897 -1.582 -0.632
C -0.797 -0.080 -0.909
C -0.569 1.794 0.571
N -0.152 0.636 0.242
H -0.018 -2.125 -0.957
H -1.157 -1.820 0.393
H -1.702 -1.953 -1.270
H -0.117 0.086 -1.744
H -1.748 0.403 -1.109
H 0.034 2.380 1.247
H -1.532 2.153 0.226
H 0.873 0.403 0.519
H 2.779 -0.805 0.829
H 2.714 0.472 1.682
O 2.290 0.038 0.911
```

## Properties
M = 76.12 Da
2S+1 = 1
energy relative to the best compared isomer or geometry (same formula, charge and spin) = 13.75 kcal per mole
net charge = +1
E_HOMO = -0.6061 Eh

Atom charges from the natural (NBO) analysis, given in e for atoms 1 to 6: -0.638, -0.226, 0.111, -0.395, 0.229, 0.231

Asked for energy across the records above, the calculation gives -254040.8056; -6803.7145 eV in order.